Record 1
Below is a molecular structure, C24H34CoN3O2Se2SiTe2 at a distorted geometry, with properties calculated with ωB97M-V/def2-TZVPD.

Last column: natural (NBO) charge in e.
CARTESIAN COORDINATES (ANGSTROEM)
Co: 0.744 0.570 1.376  0.9997
Se: 3.430 4.090 1.227  -0.3685
Te: 3.642 3.487 3.549  0.2941
Te: 1.107 2.743 4.196  0.0698
Se: 1.375 0.353 3.589  -0.6209
O: 3.541 1.415 -4.795  -0.3759
N: 2.659 2.215 -4.513  0.5175
O: 2.115 2.927 -5.346  -0.3722
C: 2.204 2.313 -3.168  0.0392
C: 1.187 3.215 -2.928  -0.1147
C: 0.569 3.325 -1.671  -0.0364
C: -0.425 4.276 -1.365  -0.1264
C: -0.977 4.279 -0.106  -0.2389
C: -0.595 3.296 0.806  0.1115
N: 0.307 2.363 0.538  -0.5259
C: 0.935 2.400 -0.660  0.1631
C: 2.004 1.479 -0.892  0.2526
N: 2.295 0.621 0.112  -0.5290
C: 3.363 -0.160 0.001  0.0801
C: 4.185 -0.145 -1.114  -0.2372
C: 3.847 0.651 -2.195  -0.1132
C: 2.718 1.479 -2.116  -0.1024
H: 0.857 3.840 -3.744  0.2577
H: -0.731 4.990 -2.111  0.2289
H: -1.705 5.017 0.188  0.2359
H: -1.040 3.280 1.793  0.2286
H: 3.583 -0.807 0.841  0.2227
H: 5.076 -0.753 -1.137  0.2361
H: 4.444 0.629 -3.090  0.2607
C: -2.307 -1.987 -1.589  -0.6176
C: -1.500 -0.770 -1.134  -0.5012
C: -2.410 0.459 -1.166  -0.6055
C: -0.401 -0.522 -2.174  -0.6024
Si: -0.749 -1.060 0.709  1.1229
C: 0.201 -2.820 0.817  -0.5031
C: 1.077 -3.065 -0.412  -0.6050
C: 1.125 -2.853 2.036  -0.6060
C: -0.802 -3.967 0.931  -0.6206
C: -2.188 -0.862 2.110  -0.4894
C: -3.501 -1.506 1.674  -0.6183
C: -1.804 -1.484 3.452  -0.6259
C: -2.411 0.633 2.357  -0.6160
H: -2.834 -1.747 -2.513  0.1979
H: -3.050 -2.286 -0.858  0.2077
H: -1.657 -2.835 -1.787  0.2020
H: -2.745 0.649 -2.185  0.1999
H: -1.875 1.342 -0.825  0.1911
H: -3.295 0.325 -0.554  0.2074
H: -0.817 -0.594 -3.181  0.2032
H: 0.414 -1.232 -2.102  0.2119
H: 0.011 0.478 -2.063  0.1812
H: 1.761 -2.236 -0.580  0.1946
H: 0.479 -3.214 -1.306  0.2044
H: 1.676 -3.965 -0.270  0.2016
H: 1.877 -2.068 1.966  0.1926
H: 1.643 -3.810 2.095  0.2016
H: 0.580 -2.710 2.962  0.2186
H: -1.487 -3.983 0.091  0.2038
H: -1.382 -3.898 1.845  0.2044
H: -0.273 -4.919 0.948  0.1983
H: -3.371 -2.565 1.469  0.2032
H: -3.920 -1.031 0.794  0.1970
H: -4.233 -1.409 2.476  0.1984
H: -1.738 -2.565 3.394  0.1998
H: -2.565 -1.241 4.194  0.1977
H: -0.859 -1.096 3.821  0.2284
H: -2.734 1.149 1.459  0.2016
H: -1.484 1.092 2.706  0.1991
H: -3.167 0.785 3.126  0.2041

The value obtained for the HOMO energy (alpha / beta) is -6.545 / -7.688 eV. The calculation puts the frontier orbital gap (alpha / beta) at 4.67 / 5.72 eV. The lowest unoccupied orbital energy (alpha / beta) is -0.06905 / -0.07228 hartree. As for the spin multiplicity: 5.

Record 2
Below is a molecular structure, C24H34F3N2O6Ti at a distorted geometry, with properties calculated with ωB97M-V/def2-TZVPD.

Last column: natural (NBO) charge in e.
CARTESIAN COORDINATES (ANGSTROEM)
Ti: 11.964 5.608 15.580  1.8462
C: 14.067 3.740 16.881  -0.0968
C: 13.902 4.715 18.022  -0.0793
O: 12.694 5.488 17.743  -0.5595
C: 11.655 5.425 18.708  -0.0943
C: 10.397 4.996 18.023  -0.0989
O: 10.311 5.772 16.908  -0.5592
C: 9.001 5.764 16.194  -0.0952
C: 9.068 6.784 15.054  -0.1028
O: 10.278 6.755 14.363  -0.5189
C: 10.542 8.040 13.819  -0.0966
C: 9.442 8.512 12.817  -0.0982
O: 9.891 9.748 12.140  -0.5616
C: 8.761 10.253 11.297  -0.1541
C: 9.291 11.374 10.483  0.1931
O: 13.143 6.636 14.616  -0.7156
C: 14.600 6.313 14.369  -0.0803
C: 14.745 4.822 14.706  -0.0979
O: 13.743 4.583 15.718  -0.5467
H: 13.409 2.885 16.815  0.2298
H: 15.094 3.320 16.890  0.2529
H: 14.637 5.474 18.045  0.2272
H: 13.780 4.205 18.995  0.2361
H: 11.586 6.364 19.229  0.2267
H: 11.936 4.698 19.494  0.2257
H: 9.504 5.127 18.630  0.2430
H: 10.524 3.850 17.768  0.2048
H: 8.141 6.085 16.797  0.2441
H: 8.744 4.772 15.848  0.2283
H: 8.953 7.791 15.523  0.2011
H: 8.301 6.553 14.316  0.2339
H: 11.444 7.831 13.201  0.2358
H: 10.650 8.844 14.527  0.1998
H: 8.472 8.737 13.299  0.1953
H: 9.441 7.714 12.014  0.2058
H: 7.885 10.560 11.918  0.2407
H: 8.338 9.497 10.606  0.2456
H: 11.055 11.305 11.317  0.4551
H: 8.634 11.899 9.739  0.2480
H: 15.146 6.949 15.088  0.2123
H: 14.879 6.553 13.318  0.2437
H: 15.702 4.416 14.857  0.2454
H: 14.359 4.325 13.797  0.2114
F: 9.742 -3.341 13.330  -0.2898
C: 10.299 -2.383 12.612  0.9626
F: 9.393 -2.055 11.653  -0.3128
F: 11.406 -2.906 12.059  -0.3048
C: 10.614 -1.134 13.334  -0.0560
C: 9.577 -0.410 13.910  -0.1676
C: 9.724 0.841 14.295  -0.1584
C: 11.057 1.436 14.306  -0.1324
C: 12.127 0.650 13.924  -0.1314
C: 11.880 -0.647 13.452  -0.1807
C: 11.106 2.762 14.675  0.1434
C: 11.292 3.960 14.686  -0.5360
H: 8.664 -0.941 13.947  0.2473
H: 8.886 1.370 14.768  0.2271
H: 13.104 1.048 13.835  0.2196
H: 12.587 -1.191 12.875  0.2564
C: 10.795 14.446 10.950  -0.4648
N: 11.506 13.668 9.911  -0.3062
C: 12.427 14.472 9.093  -0.4118
C: 11.373 12.488 9.579  0.2774
N: 10.564 11.795 10.536  -0.4874
H: 11.464 15.214 11.336  0.2463
H: 10.368 13.941 11.789  0.2292
H: 10.095 15.069 10.384  0.2458
H: 13.025 15.121 9.718  0.2286
H: 11.846 15.102 8.460  0.2287
H: 12.989 13.891 8.422  0.2515

The value obtained for the HOMO energy (alpha / beta) is -15.972 / -15.973 eV. The calculation puts the frontier orbital gap (alpha / beta) at 6.33 / 6.33 eV. The lowest unoccupied orbital energy (alpha / beta) is -0.35439 / -0.35434 hartree. The energy above the lowest of the compared OMol25 structures with the same formula, charge and spin is 1.7712 eV. The charge is +3.

Record 3
Below is 2 unconnected molecules or ions with the total composition C24H34FN5O3 at a distorted geometry, with properties calculated with ωB97M-V/def2-TZVPD.

Last column: natural (NBO) charge in e.
CARTESIAN COORDINATES (ANGSTROEM)
C: -4.880 -2.823 1.742  -0.5997
C: -3.493 -3.343 2.135  -0.4848
C: -2.405 -2.314 1.814  0.6891
O: -2.029 -1.607 2.741  -0.6287
N: -1.857 -2.132 0.542  -0.4475
C: -2.355 -2.837 -0.650  -0.2032
C: -1.193 -3.408 -1.469  -0.4336
C: -0.176 -2.332 -1.740  0.1564
C: -0.064 -1.259 -0.911  -0.1365
C: 0.925 -0.399 -1.509  -0.0268
N: 1.366 -0.906 -2.632  -0.2455
N: 0.721 -2.105 -2.786  -0.1958
C: 0.938 -2.952 -3.885  0.1691
C: 1.178 -2.403 -5.156  -0.2275
C: 1.393 -3.227 -6.265  -0.1806
C: 1.388 -4.616 -6.107  -0.2900
C: 1.176 -5.180 -4.847  0.4121
F: 1.197 -6.523 -4.689  -0.3175
C: 0.949 -4.350 -3.748  -0.3069
C: -0.871 -1.059 0.344  -0.2255
H: -5.646 -3.560 2.004  0.2150
H: -5.099 -1.891 2.273  0.2202
H: -4.937 -2.632 0.667  0.1994
H: -3.482 -3.544 3.211  0.2405
H: -3.281 -4.291 1.635  0.2030
H: -3.030 -3.658 -0.404  0.2204
H: -2.921 -2.129 -1.266  0.1924
H: -1.582 -3.798 -2.414  0.2307
H: -0.719 -4.230 -0.925  0.2219
H: 1.246 0.548 -1.095  0.2065
H: 1.192 -1.324 -5.276  0.2364
H: 1.570 -2.788 -7.243  0.2252
H: 1.559 -5.267 -6.959  0.2304
H: 0.809 -4.805 -2.774  0.2316
H: -0.173 -1.030 1.186  0.2410
H: -1.385 -0.093 0.298  0.2067
C: 2.090 3.105 -1.460  -0.4239
N: 0.698 3.542 -1.331  -0.6067
C: 0.048 3.874 -0.210  0.6740
O: -1.094 4.317 -0.283  -0.6453
C: 0.727 3.697 1.162  -0.1341
C: 0.516 2.268 1.716  -0.3902
C: 1.388 1.895 2.931  -0.2183
C: 1.000 0.517 3.468  -0.5981
C: 2.875 1.841 2.568  -0.6145
N: 0.201 4.683 2.111  -0.6127
C: 0.916 5.360 3.007  0.6773
C: 0.157 6.353 3.855  -0.7052
O: 2.123 5.219 3.154  -0.6497
H: 2.752 3.973 -1.448  0.2024
H: 2.223 2.573 -2.404  0.2217
H: 2.370 2.437 -0.644  0.2053
H: 0.170 3.686 -2.179  0.4095
H: 1.792 3.880 1.027  0.2327
H: 0.721 1.549 0.924  0.1898
H: -0.534 2.159 1.989  0.2202
H: 1.235 2.620 3.730  0.2091
H: 1.531 0.327 4.401  0.2102
H: -0.072 0.479 3.668  0.2213
H: 1.261 -0.259 2.751  0.1915
H: 3.038 1.161 1.733  0.1892
H: 3.231 2.837 2.309  0.2230
H: 3.448 1.498 3.429  0.2147
H: -0.777 4.912 2.013  0.4167
H: 0.862 6.886 4.490  0.2422
H: -0.562 5.819 4.473  0.2260
H: -0.360 7.059 3.208  0.2240

The value obtained for the HOMO energy is -8.837 eV. The calculation puts the frontier orbital gap at 9.33 eV. The lowest unoccupied orbital energy is 0.01820 hartree.

Record 4
Below is a molecular structure, C24H34Ge2NORe at a distorted geometry, with properties calculated with ωB97M-V/def2-TZVPD.

Last column: natural (NBO) charge in e.
CARTESIAN COORDINATES (ANGSTROEM)
Re: 0.459 -1.704 -0.718  0.9022
C: 4.456 -0.134 1.262  -0.6036
C: 3.417 -0.810 0.315  -0.8101
Ge: 1.603 -0.399 1.120  1.2789
C: 1.460 -0.846 3.073  -0.7762
C: 0.500 0.105 3.764  -0.6263
C: 1.365 1.494 0.797  -0.4996
C: 0.405 1.887 -0.116  -0.4721
Ge: -0.767 0.563 -0.966  1.2808
C: -0.699 0.339 -2.985  -0.7903
C: -1.971 0.775 -3.726  -0.6463
C: -2.403 0.601 0.146  -0.8061
C: -2.865 2.000 0.517  -0.6223
C: 0.061 3.291 -0.365  0.0975
C: -0.256 3.631 -1.757  -0.1768
C: -0.407 4.947 -1.987  -0.1667
C: -0.319 5.866 -0.908  0.0484
C: 0.068 5.571 0.389  -0.2379
C: 0.278 4.295 0.671  -0.0697
H: 5.317 -0.070 0.676  0.2471
H: 4.702 -0.739 2.101  0.2368
H: 4.167 0.838 1.607  0.2094
H: 3.739 -1.840 0.168  0.2500
H: 3.474 -0.269 -0.700  0.2021
H: 2.445 -0.834 3.552  0.2674
H: 1.085 -1.901 3.225  0.2434
H: 0.804 1.152 3.768  0.2140
H: 0.460 -0.073 4.824  0.2606
H: -0.480 0.024 3.298  0.2001
H: 1.845 2.323 1.465  0.2607
H: -0.605 -0.717 -3.160  0.2138
H: 0.219 0.834 -3.334  0.2407
H: -2.826 0.129 -3.469  0.2297
H: -1.893 0.681 -4.832  0.2593
H: -2.320 1.800 -3.642  0.2298
H: -2.094 -0.065 0.990  0.2399
H: -3.229 0.021 -0.338  0.2670
H: -2.055 2.717 0.753  0.1938
H: -3.404 1.961 1.450  0.2587
H: -3.441 2.471 -0.290  0.2393
H: -0.154 2.861 -2.500  0.2400
H: -0.717 5.362 -2.929  0.2657
H: -0.563 6.897 -1.231  0.2603
H: 0.086 6.473 1.009  0.2851
H: 0.470 3.927 1.731  0.2462
N: -4.016 -6.067 3.116  -0.1056
C: -3.225 -5.435 2.605  0.1854
C: -2.342 -4.580 1.833  0.0207
C: -1.063 -4.335 2.278  -0.1702
C: -0.146 -3.624 1.553  -0.1476
C: -0.575 -3.015 0.354  -0.2508
C: -1.855 -3.296 -0.178  -0.2078
C: -2.724 -4.044 0.560  -0.1548
H: -0.827 -4.905 3.105  0.2587
H: 0.864 -3.501 1.863  0.2377
H: -2.183 -2.978 -1.185  0.2460
H: -3.673 -4.334 0.121  0.2687
C: 1.963 -2.869 -3.448  -0.2170
O: 1.847 -1.934 -2.249  -0.7590
H: 0.929 -3.177 -3.518  0.2076
H: 2.683 -3.634 -3.115  0.2422
H: 2.239 -2.227 -4.283  0.2392
H: 2.691 -1.479 -2.131  0.5419

The value obtained for the HOMO energy (alpha / beta) is -17.955 / -18.030 eV. The calculation puts the frontier orbital gap (alpha / beta) at 6.60 / 5.82 eV. The lowest unoccupied orbital energy (alpha / beta) is -0.41712 / -0.44866 hartree. The energy above the lowest of the compared OMol25 structures with the same formula, charge and spin is 0.6770 eV. As for the spin multiplicity: 4. The charge is +3.